[1]
The following is a DFT calculation (ωB97M-V/def2-TZVPD) of a cluster of 7 separate species, C21H61N5O7 in total.

Structure (ORCA input):
```
! RIJCOSX wB97M-V def2-TZVPD def2/J DEFGRID3
* xyz 0 1
C 0.979 -1.804 -4.280
C 2.226 -2.456 -3.781
C 3.149 -3.080 -4.840
O 4.117 -4.000 -4.328
C 5.061 -4.338 -5.403
N 2.903 -1.469 -2.952
H 1.167 -0.965 -4.950
H 0.417 -1.373 -3.451
H 0.375 -2.473 -4.893
H 1.896 -3.221 -3.077
H 3.631 -2.199 -5.264
H 2.479 -3.668 -5.467
H 5.796 -4.914 -4.841
H 5.626 -3.521 -5.852
H 4.603 -5.032 -6.108
H 2.114 -1.219 -2.373
H 3.120 -0.592 -3.402
C -2.166 5.538 -4.269
C -2.536 4.271 -3.530
C -2.157 4.227 -2.028
O -0.778 4.556 -1.821
C -0.432 4.872 -0.535
N -4.029 4.039 -3.764
H -2.467 6.461 -3.773
H -2.519 5.435 -5.296
H -1.084 5.659 -4.311
H -1.973 3.500 -4.055
H -2.338 3.206 -1.695
H -2.776 4.950 -1.497
H -0.662 5.938 -0.516
H 0.640 4.818 -0.346
H -1.022 4.252 0.140
H -4.091 4.392 -4.709
H -4.647 4.593 -3.188
C -7.854 2.344 -0.823
C -7.426 0.972 -0.237
C -5.903 0.649 -0.590
O -5.664 -0.625 -0.078
C -4.447 -1.243 -0.416
N -7.602 1.019 1.244
H -8.932 2.483 -0.741
H -7.665 2.456 -1.891
H -7.312 3.177 -0.376
H -7.994 0.097 -0.553
H -5.189 1.323 -0.116
H -5.633 0.686 -1.645
H -3.619 -0.567 -0.199
H -4.380 -1.565 -1.455
H -4.413 -2.133 0.212
H -6.745 1.428 1.589
H -7.308 0.067 1.411
C 4.769 0.818 2.003
C 6.075 0.046 1.909
C 7.339 0.851 1.452
O 7.289 1.459 0.144
C 6.909 0.574 -0.896
N 6.404 -0.646 3.124
H 4.315 1.164 1.074
H 4.729 1.622 2.737
H 4.049 0.073 2.342
H 5.883 -0.750 1.190
H 8.253 0.258 1.500
H 7.552 1.600 2.215
H 7.755 -0.112 -0.918
H 6.778 1.029 -1.878
H 5.946 0.124 -0.656
H 7.238 -1.215 3.099
H 5.575 -1.221 3.172
C -3.729 -2.389 4.970
C -2.629 -1.401 4.799
C -1.169 -1.930 4.438
O -0.046 -1.087 4.463
C 0.424 -0.653 5.800
N -3.152 -0.478 3.787
H -4.658 -1.933 5.313
H -3.457 -3.146 5.704
H -4.114 -2.810 4.041
H -2.481 -0.705 5.624
H -1.309 -2.268 3.411
H -0.945 -2.769 5.097
H -0.188 0.210 6.061
H 1.422 -0.219 5.867
H 0.304 -1.493 6.485
H -2.451 0.139 3.403
H -3.338 -1.041 2.969
O 0.006 0.526 1.254
H 0.421 0.029 1.958
H 0.231 1.438 1.439
C 2.612 -4.887 2.981
O 3.880 -4.345 2.803
H 2.349 -5.032 4.029
H 1.981 -4.178 2.444
H 2.511 -5.855 2.491
H 4.133 -4.351 1.877
*
```

**Energy above the lowest of the compared OMol25 structures with the same formula, charge and spin**: 73.6 kcal per mole
**Kohn-Sham gap**: 9.279 eV
**HOMO level**: -9.1 eV
**E_tot**: -44542.6472 eV
**SMILES string**: COC[C@H](C)N.COC[C@H](C)N.COC[C@H](C)N.COC[C@H](C)N.COC[C@H](C)N.CO.O

[2]
The following is a DFT calculation (ωB97M-V/def2-TZVPD) of a cluster of 11 separate species, C21H61O13 in total.

Structure (ORCA input):
```
! RIJCOSX wB97M-V def2-TZVPD def2/J DEFGRID3
* xyz -1 1
C 0.327 -0.435 -0.918
O -0.567 -1.040 -1.645
O -0.056 0.523 0.021
O 1.539 -0.663 -1.017
H -1.089 0.573 -0.084
C 1.307 -3.919 0.686
O 2.082 -2.781 0.929
H 0.457 -4.102 1.320
H 1.926 -4.782 0.779
H 0.879 -4.041 -0.188
H 1.954 -2.201 0.230
C 1.674 1.158 -4.041
O 1.739 -0.207 -3.672
H 2.063 1.772 -3.335
H 0.783 1.367 -4.008
H 2.095 1.247 -5.028
H 1.322 -0.169 -2.762
C 1.520 3.694 0.862
O 2.267 2.853 0.062
H 1.899 3.300 1.809
H 0.504 3.414 0.633
H 1.639 4.745 0.564
H 1.953 1.861 0.114
C -2.114 3.778 -0.822
O -3.021 2.978 -1.556
H -1.668 4.547 -1.514
H -1.343 3.149 -0.714
H -2.508 4.334 -0.002
H -2.488 2.478 -2.303
C 0.301 -3.337 -4.021
O -0.965 -2.754 -3.743
H 0.802 -2.623 -4.647
H 0.093 -4.314 -4.502
H 0.917 -3.567 -3.183
H -0.775 -2.003 -2.930
C -2.641 1.678 3.327
C -1.604 2.668 3.220
C -2.045 4.058 3.469
O -0.623 2.515 4.244
H -2.466 0.780 3.639
H -3.242 1.702 2.460
H -3.500 1.805 3.830
H -1.095 2.554 2.165
H -2.177 4.227 4.527
H -2.905 4.556 2.940
H -1.186 4.561 3.375
H -0.077 1.791 3.871
C -3.785 -0.229 -3.155
C -2.814 0.561 -4.135
C -3.457 1.699 -4.897
O -1.893 1.052 -3.290
H -4.272 0.363 -2.509
H -3.406 -1.077 -2.774
H -4.771 -0.490 -3.753
H -2.180 -0.222 -4.898
H -2.583 2.082 -5.673
H -3.779 2.624 -4.337
H -4.278 1.239 -5.413
H -1.473 0.242 -2.891
C 4.734 -0.403 0.826
C 4.844 -0.193 -0.640
C 6.236 -0.209 -1.166
O 4.209 -1.111 -1.290
H 5.471 0.139 1.208
H 4.898 -1.408 1.025
H 3.671 -0.326 1.232
H 4.428 0.644 -0.576
H 6.838 0.520 -0.711
H 6.646 -0.208 -2.255
H 6.822 -1.102 -1.044
H 3.302 -0.953 -1.406
C -2.875 -2.567 2.196
C -2.280 -2.745 0.892
C -2.377 -4.120 0.263
O -2.685 -1.737 0.058
H -4.011 -2.791 2.302
H -2.726 -1.728 2.591
H -2.450 -3.271 3.030
H -1.193 -2.683 1.054
H -1.598 -4.062 -0.541
H -3.370 -4.504 0.096
H -1.783 -4.964 0.777
H -2.287 -1.812 -0.779
C 1.822 0.453 5.000
C 1.462 -0.257 3.599
C 0.429 -1.373 3.856
O 1.001 0.661 2.756
H 2.577 -0.152 5.543
H 0.837 0.664 5.617
H 2.421 1.446 4.814
H 2.257 -0.700 3.297
H -0.477 -1.088 4.511
H 0.840 -2.242 4.339
H 0.245 -1.759 2.928
H 0.912 0.327 1.872
*
```

**Energy above the lowest of the compared OMol25 structures with the same formula, charge and spin**: 282.0 kcal per mole
**Kohn-Sham gap**: 9.412 eV
**HOMO level**: -6.7 eV
**E_tot**: -49374.3555 eV

[3]
The following is a DFT calculation (ωB97M-V/def2-TZVPD) of a structure of composition C21H63F4K3N2O36P7S4.

Structure (ORCA input):
```
! RIJCOSX wB97M-V def2-TZVPD def2/J DEFGRID3
* xyz 1 1
K 2.196 3.545 -0.116
K 2.487 -1.867 3.129
K -1.155 -2.435 3.425
N 0.406 -0.812 1.702
S -0.201 0.772 1.578
O -1.466 0.837 0.979
O 0.774 1.716 1.262
F -0.485 0.950 3.095
S 0.260 -1.194 0.168
O 0.892 -0.356 -0.776
O -1.018 -1.767 -0.127
F 1.139 -2.541 0.209
N 4.146 3.355 2.069
S 4.068 1.748 2.361
O 2.935 1.272 3.074
O 5.291 1.076 2.545
F 3.722 1.288 0.853
S 3.889 3.947 3.531
O 4.716 3.401 4.542
O 2.498 4.191 3.767
F 4.443 5.413 3.286
C -5.617 2.440 0.069
O -5.627 1.315 -0.834
P -6.454 0.042 -0.428
O -7.816 0.271 0.009
O -6.286 -0.813 -1.739
C -6.875 -2.127 -1.763
O -5.552 -0.666 0.662
C -4.184 -0.975 0.416
H -5.996 2.163 1.052
H -6.204 3.244 -0.366
H -4.583 2.762 0.191
H -6.183 -2.800 -2.272
H -7.828 -2.098 -2.280
H -6.998 -2.551 -0.763
H -3.804 -1.470 1.301
H -3.608 -0.067 0.247
H -4.080 -1.631 -0.451
C 2.437 0.061 -3.054
O 3.428 -0.259 -3.999
P 2.958 -0.936 -5.359
O 2.068 -2.074 -5.208
O 2.361 0.227 -6.253
C 0.976 0.556 -6.165
O 4.304 -1.238 -6.062
C 5.355 -0.262 -6.134
H 1.736 -0.763 -2.897
H 1.830 0.938 -3.277
H 2.871 0.209 -2.064
H 0.359 -0.237 -6.597
H 0.829 1.472 -6.728
H 0.619 0.647 -5.139
H 4.999 0.716 -5.823
H 5.747 -0.243 -7.148
H 6.191 -0.560 -5.498
C 1.216 -3.059 -3.523
O 0.548 -4.153 -2.853
P 1.186 -5.603 -2.863
O 2.641 -5.692 -2.853
O 0.538 -6.339 -4.075
C -0.857 -6.302 -4.343
O 0.459 -6.263 -1.618
C 0.754 -5.729 -0.332
H 0.952 -3.017 -4.578
H 2.300 -3.188 -3.490
H 0.955 -2.130 -3.025
H -1.317 -5.347 -4.069
H -1.386 -7.084 -3.798
H -1.035 -6.420 -5.409
H 0.808 -6.547 0.383
H 0.035 -4.961 -0.065
H 1.739 -5.249 -0.289
C -1.338 -1.720 8.354
O -0.930 -0.389 7.982
P -1.267 0.172 6.556
O -1.135 -0.786 5.439
O -2.711 0.713 6.732
C -3.526 0.833 5.521
O -0.359 1.435 6.441
C 0.901 1.471 5.715
H -2.255 -1.655 8.938
H -0.558 -2.173 8.960
H -1.517 -2.375 7.500
H -2.983 1.343 4.732
H -4.435 1.323 5.820
H -3.743 -0.174 5.150
H 1.045 0.568 5.126
H 1.710 1.591 6.431
H 0.892 2.334 5.054
C -4.441 7.486 2.300
O -3.861 6.272 1.821
P -3.489 5.094 2.766
O -4.526 4.684 3.711
O -2.177 5.666 3.459
C -1.207 4.833 4.073
O -3.038 3.973 1.766
C -2.137 4.350 0.720
H -3.837 8.333 1.981
H -4.486 7.494 3.389
H -5.441 7.591 1.886
H -1.391 3.771 3.905
H -1.208 4.967 5.159
H -0.200 5.089 3.743
H -2.630 5.008 0.005
H -1.842 3.445 0.201
H -1.278 4.869 1.153
C 0.678 4.147 -4.284
O -0.419 3.222 -4.162
P -0.805 2.479 -2.839
O 0.250 2.397 -1.844
O -2.083 3.204 -2.269
C -3.217 3.330 -3.147
O -1.329 1.139 -3.413
C -1.814 0.145 -2.484
H 1.184 4.322 -3.341
H 0.345 5.059 -4.770
H 1.392 3.693 -4.978
H -2.944 3.569 -4.176
H -3.792 4.199 -2.822
H -3.855 2.451 -3.093
H -2.876 -0.017 -2.669
H -1.688 0.494 -1.461
H -1.273 -0.779 -2.653
C 4.425 -6.268 0.006
O 4.913 -4.971 -0.266
P 5.059 -3.822 0.781
O 3.985 -3.669 1.772
O 6.426 -4.117 1.486
C 7.666 -4.167 0.779
O 5.395 -2.603 -0.146
C 4.324 -1.909 -0.829
H 4.078 -6.369 1.037
H 5.175 -7.036 -0.185
H 3.607 -6.488 -0.678
H 8.117 -5.142 0.954
H 8.328 -3.383 1.137
H 7.538 -4.058 -0.298
H 4.587 -1.844 -1.881
H 4.180 -0.920 -0.398
H 3.391 -2.471 -0.754
*
```

**Kohn-Sham gap**: 8.430 eV
**HOMO level**: -11.9 eV
**E_tot**: -267711.0297 eV

[4]
The following is a DFT calculation (ωB97M-V/def2-TZVPD) of a cluster of 21 separate species, C21H63N21O42 in total.

Structure (ORCA input):
```
! RIJCOSX wB97M-V def2-TZVPD def2/J DEFGRID3
* xyz 0 1
C 3.578 -0.455 -6.979
N 2.672 -1.504 -6.453
O 2.084 -1.311 -5.414
O 2.559 -2.479 -7.142
H 4.612 -0.672 -6.712
H 3.442 0.494 -6.459
H 3.459 -0.263 -8.046
C 1.750 -4.119 -3.691
N 3.124 -3.597 -3.521
O 3.493 -3.125 -2.468
O 3.820 -3.735 -4.511
H 1.596 -4.276 -4.758
H 1.004 -3.423 -3.309
H 1.602 -4.998 -3.064
C -4.056 -0.464 5.812
N -3.287 -0.986 4.702
O -2.107 -0.634 4.637
O -3.766 -1.765 3.903
H -4.058 -1.122 6.681
H -5.054 -0.487 5.375
H -3.705 0.539 6.052
C 3.932 2.628 4.185
N 3.266 3.913 3.970
O 2.570 4.066 2.927
O 3.368 4.713 4.911
H 4.719 2.646 3.431
H 3.184 1.837 4.129
H 4.417 2.592 5.160
C 6.920 0.234 1.526
N 6.320 0.818 0.302
O 6.793 1.869 -0.154
O 5.414 0.228 -0.222
H 7.368 -0.731 1.285
H 6.074 0.041 2.185
H 7.715 0.906 1.847
C 0.610 -0.077 -0.117
N -0.170 -0.965 -1.021
O -1.027 -0.425 -1.784
O 0.132 -2.157 -1.107
H 0.582 -0.613 0.832
H 0.113 0.874 0.077
H 1.626 0.004 -0.504
C -0.759 5.286 -1.028
N -2.099 5.027 -1.499
O -2.262 5.165 -2.705
O -2.847 4.469 -0.711
H -0.542 6.317 -1.306
H -0.120 4.575 -1.552
H -0.633 5.217 0.052
C -4.145 3.165 2.473
N -4.217 4.626 2.774
O -3.573 5.508 2.154
O -5.093 4.885 3.639
H -5.177 2.979 2.176
H -4.009 2.579 3.382
H -3.567 2.989 1.566
C -6.966 2.989 -3.151
N -5.471 2.806 -3.496
O -5.022 1.715 -3.666
O -4.835 3.810 -3.698
H -7.333 3.306 -4.128
H -7.065 3.702 -2.333
H -7.548 2.149 -2.771
C 3.524 -0.008 -2.556
N 4.729 0.397 -3.395
O 5.513 -0.480 -3.654
O 4.875 1.511 -3.807
H 2.861 -0.371 -3.341
H 3.092 0.852 -2.046
H 3.700 -0.779 -1.806
C -0.987 1.593 -4.707
N 0.477 1.989 -4.466
O 0.737 3.169 -4.205
O 1.247 1.100 -4.298
H -1.035 0.849 -5.502
H -1.503 2.530 -4.913
H -1.163 1.140 -3.731
C -4.150 -1.215 -4.892
N -5.184 -2.143 -5.469
O -6.299 -2.026 -5.004
O -4.980 -2.844 -6.472
H -4.359 -0.987 -3.847
H -4.034 -0.320 -5.503
H -3.238 -1.806 -4.812
C 0.078 6.243 2.754
N 0.713 7.294 1.905
O 0.039 8.259 1.529
O 1.855 7.068 1.545
H -0.799 6.657 3.252
H 0.821 5.978 3.505
H -0.220 5.400 2.130
C -3.767 -0.290 -0.529
N -3.850 0.206 0.870
O -4.964 0.588 1.231
O -2.838 0.235 1.439
H -2.908 -0.952 -0.638
H -3.718 0.593 -1.166
H -4.690 -0.787 -0.827
C 4.167 3.690 -0.005
N 3.128 2.702 0.324
O 3.487 1.915 1.192
O 1.963 2.667 -0.275
H 4.970 3.143 -0.499
H 4.591 4.142 0.893
H 3.755 4.530 -0.565
C -2.035 -4.148 1.440
N -1.998 -5.062 2.627
O -2.938 -5.841 2.765
O -1.065 -4.835 3.395
H -2.078 -4.693 0.496
H -1.195 -3.455 1.402
H -2.965 -3.600 1.586
C -3.821 -5.178 -2.002
N -4.438 -4.468 -3.205
O -5.166 -3.511 -2.953
O -4.250 -4.936 -4.331
H -2.962 -5.714 -2.405
H -4.616 -5.804 -1.596
H -3.459 -4.505 -1.225
C 2.713 -5.463 -0.057
N 1.246 -5.081 0.235
O 0.480 -4.986 -0.750
O 1.038 -4.659 1.315
H 3.312 -4.727 -0.593
H 2.629 -6.346 -0.690
H 3.057 -5.693 0.952
C 0.515 0.862 4.884
N 0.621 0.831 3.367
O -0.120 1.478 2.712
O 1.533 0.122 2.892
H -0.436 1.264 5.235
H 1.351 1.393 5.339
H 0.614 -0.197 5.121
C 3.162 -2.738 3.163
N 4.148 -3.013 2.055
O 5.376 -3.173 2.454
O 3.800 -2.873 0.865
H 3.611 -1.955 3.773
H 3.005 -3.750 3.537
H 2.221 -2.363 2.760
C 0.350 -3.181 5.517
N -0.314 -3.111 6.811
O -1.332 -2.405 6.835
O 0.049 -3.732 7.780
H 0.965 -2.310 5.743
H -0.456 -2.994 4.808
H 0.804 -4.165 5.641
*
```

**Energy above the lowest of the compared OMol25 structures with the same formula, charge and spin**: 35.9 kcal per mole
**Kohn-Sham gap**: 9.450 eV
**HOMO level**: -10.4 eV
**E_tot**: -140023.3683 eV

- What is the HOMO level in the third record?
  -11.9 eV

- Which of these has the lowest HOMO level?
  C21H63F4K3N2O36P7S4

- What is the Kohn-Sham gap in the first record?
  9.279 eV

- Which value of HOMO level does entry 2 give?
  -6.7 eV